(1)
{"formula": "C36H39IrN4O4S4Si", "method": "ωB97M-V with the def2-TZVPD basis set", "spin_multiplicity": 6, "charge": 1, "elements": ["H", "C", "C", "H", "C", "H", "O", "C", "C", "H", "C", "C", "N", "H", "C", "H", "H", "H", "C", "H", "S", "H", "S", "C", "H", "H", "S", "C", "C", "C", "H", "H", "H", "N", "C", "H", "C", "H", "H", "H", "C", "C", "C", "C", "C", "C", "H", "N", "N", "C", "H", "C", "C", "C", "C", "H", "H", "C", "H", "C", "H", "Si", "C", "C", "H", "H", "C", "H", "S", "H", "C", "C", "H", "O", "C", "Ir", "H", "H", "H", "O", "C", "O", "H", "C", "H", "H", "H", "H", "H"], "coordinates": [[-5.2316, 2.1674, 4.9239], [-2.6586, -1.3432, 3.2049], [2.1757, 3.7278, -3.6985], [2.6874, 2.8050, -3.9589], [-2.2758, -1.5816, -4.0708], [3.5410, 3.3262, 3.0533], [2.3046, 1.4921, 0.5514], [-4.5562, -2.3466, -3.8756], [-3.3979, -0.4978, 4.1044], [4.8732, 0.8932, 0.4854], [3.4858, -6.5790, -3.7247], [-2.6811, -1.0952, 1.8145], [-2.3235, -2.2913, -6.5274], [-2.4995, 3.0985, -0.3888], [-3.4259, -1.7317, -3.2947], [1.7903, 4.1884, -4.6026], [-0.7756, 2.2654, -2.6641], [2.8926, 4.3991, -3.2334], [-0.0051, 2.5208, -3.3884], [-3.3532, -0.3599, 1.3989], [2.0066, -4.5310, -4.1433], [2.9876, 4.1088, 0.2066], [-3.6077, -1.1974, -1.6882], [-2.3162, -1.9793, -5.4246], [2.4598, 1.9250, 3.1401], [-0.5468, 4.4259, 2.5035], [-3.2875, -0.7155, 5.8327], [3.1076, -5.7077, -4.7039], [-4.1586, 0.6137, 3.8088], [0.6484, -4.3580, 0.8518], [1.9355, 3.4055, 2.3113], [1.1066, 5.4164, -1.8747], [-0.4547, 3.0197, -4.2424], [-1.9048, -1.7169, 0.9585], [0.6923, -4.6998, 2.2371], [4.1132, 0.3862, 1.9972], [1.4459, -4.9685, -0.1202], [-3.1972, 2.2304, 0.9845], [-0.1926, 5.1890, -3.0536], [4.6530, 3.8945, 0.7752], [-1.8379, -2.3748, 3.6533], [2.0606, -5.1961, -2.5291], [-1.4113, 4.1146, 1.9231], [4.4788, 1.2436, 1.4362], [-1.0324, -3.0729, 2.7510], [-0.2342, -3.3312, 0.4418], [2.1565, -5.7240, 0.1799], [-0.3129, -2.9435, -0.8480], [-5.4703, -2.8700, -4.3270], [1.3136, -4.5986, -1.4578], [-2.0819, 1.3907, -0.1228], [-2.3058, 2.3479, 0.3737], [2.8901, -6.2940, -2.4875], [-4.2359, 0.6749, 6.1078], [1.0337, 3.4285, -2.7231], [0.2601, -3.2611, -2.7822], [-1.6204, 4.8839, 1.1822], [3.3323, 2.2303, 1.1885], [4.0743, 3.0284, -0.6622], [-0.8281, 1.6972, 2.2902], [1.3992, -5.4535, 2.5507], [1.0469, 1.9650, -0.3447], [-0.1231, -4.1015, 3.1373], [-1.0722, -2.6867, 1.3929], [-1.7959, -2.6228, 4.7045], [-1.7084, 1.5170, 2.9045], [0.4009, -3.5632, -1.7526], [-4.4497, 0.9724, 7.1150], [-0.8097, -0.8889, -3.5533], [0.4788, 1.6055, -3.7196], [2.7837, 2.7587, 2.5201], [0.3604, 4.7178, -2.2447], [4.1762, -7.3860, -3.8867], [0.0140, 2.9826, 0.4211], [3.7989, 3.3960, 0.3230], [-1.1332, -0.8056, -0.9817], [-4.3806, 0.9537, 2.8136], [-0.0910, -4.3762, 4.1793], [-0.3218, 4.4795, -1.4336], [0.3038, 0.5939, -0.7235], [-4.6314, 1.2764, 4.9496], [1.6215, 2.7554, -1.6304], [5.2780, 1.7203, 1.9971], [-1.1129, 2.7729, 1.2400], [-0.5287, 0.7790, 1.7873], [3.4284, -5.6838, -5.7276], [-0.0068, 2.0138, 2.9262], [3.0554, -6.8856, -1.6049], [-2.2665, 4.0216, 2.5881]]}

---

(2)
{"formula": "C36H39N9O13P", "method": "ωB97M-V with the def2-TZVPD basis set", "spin_multiplicity": 1, "charge": 1, "relative_energy_kj_mol": 0.00, "elements": ["C", "C", "H", "H", "P", "N", "H", "C", "H", "H", "O", "O", "O", "C", "H", "C", "O", "C", "C", "C", "C", "H", "H", "H", "C", "N", "H", "H", "C", "H", "O", "O", "N", "N", "H", "H", "O", "C", "C", "H", "N", "C", "C", "H", "H", "O", "H", "C", "C", "H", "N", "H", "C", "H", "C", "O", "C", "H", "H", "H", "C", "H", "C", "C", "N", "C", "H", "H", "N", "C", "H", "C", "C", "C", "C", "H", "N", "H", "C", "C", "H", "H", "H", "H", "C", "O", "C", "C", "H", "H", "C", "H", "C", "O", "O", "H", "O", "H"], "coordinates": [[2.5009, -5.4834, -3.9962], [2.5464, -4.2075, 5.8110], [2.8299, -5.3695, -2.9707], [-1.0302, 7.7245, -0.7389], [1.6187, 0.6573, 2.2588], [-2.6972, 5.7510, -5.3837], [9.6316, -7.3328, 9.2848], [3.1321, -3.6843, 8.0857], [-0.5515, -3.6646, -0.5820], [3.8638, -3.6713, 8.8862], [-0.2862, -3.0436, -1.2953], [0.6335, -4.1551, 3.8718], [5.8919, -3.1612, 10.0858], [-7.4526, 7.0005, -9.7198], [4.4756, -4.5832, 6.6709], [-1.2173, 5.9674, -1.9599], [-8.4413, 8.4904, -5.3734], [-0.3983, -0.5215, -1.0353], [7.3061, -6.6811, 11.6666], [6.8028, -5.4861, 11.1712], [-6.6577, 7.3302, -7.0712], [-2.8979, 8.3064, -4.5423], [1.3690, -5.9096, -7.6716], [1.2475, -2.4223, 1.1402], [-1.6572, 5.4487, -3.1695], [-8.8437, 8.3300, -6.5136], [6.0127, -4.9777, 11.7099], [4.3540, -6.3597, -4.6297], [-8.3332, 7.5552, -8.8005], [-0.4879, 1.6503, 2.0984], [-1.2065, 2.5177, -1.8515], [-0.8026, -3.2025, 5.1756], [0.3614, 1.8535, 2.6561], [6.7739, -3.7183, 9.4503], [-0.7441, 5.3177, -1.2326], [3.6329, -6.6216, -6.9798], [-9.9545, 8.6440, -6.9041], [1.6826, -5.7901, -6.6412], [-5.7834, 6.7738, -7.9947], [-2.2436, 1.1444, -0.5693], [0.1478, 0.3984, -0.0911], [-7.9257, 7.7214, -7.4826], [3.3622, -6.0425, -4.9299], [-2.1155, 9.2101, -2.3901], [8.7076, -8.2810, 11.3725], [0.7349, -4.3127, -2.2752], [0.0679, 1.4137, 0.0016], [0.8420, -0.3429, 0.8551], [2.9549, -6.1914, -6.2507], [-0.1746, -4.9234, -6.0281], [0.3277, -4.4665, -3.4180], [-6.3378, 7.4535, -6.0437], [-2.2545, 6.2935, -4.0957], [-5.4916, 6.1854, -10.0394], [-3.4391, 1.5856, -2.3603], [7.2271, -3.3083, 8.3961], [0.0291, -1.8596, -0.6372], [-4.7928, 6.4685, -7.6852], [-0.6260, 0.3480, -3.0772], [6.9058, -7.0982, 12.5833], [0.9166, -3.1929, 7.2854], [-0.0760, -2.8007, 7.4701], [1.2723, -3.6994, 6.0402], [-2.4282, 7.6450, -3.8246], [0.2939, -3.6861, 4.9505], [3.4775, -4.1959, 6.8399], [-3.6467, 3.0706, -0.9699], [8.7484, -5.2171, 8.3892], [0.8092, -1.6951, 0.5700], [7.3200, -4.9673, 9.9901], [2.8264, -4.6083, 4.8448], [1.8529, -3.1876, 8.3096], [1.2332, -5.0778, -4.3962], [8.3202, -7.3446, 10.9857], [-2.0097, 1.3405, -1.6677], [-9.3227, 7.8534, -9.1243], [-4.2703, 2.3420, -1.3565], [0.8851, -0.6978, 3.8623], [8.3390, -5.6203, 9.3072], [8.8390, -6.8134, 9.8105], [-0.4196, 2.3333, -2.3956], [-3.2845, 2.2929, -3.2214], [-4.4377, 1.7272, -0.5437], [-3.9485, 0.6195, -2.6265], [-6.1793, 6.6134, -9.3178], [-3.1879, 6.5249, -6.1873], [0.8144, -5.2326, -5.7128], [-1.9880, 8.1570, -2.6113], [1.5879, -2.7927, 9.2832], [-1.5255, 4.3947, -3.3742], [-1.3800, 7.3203, -1.6828], [-2.0027, -0.7406, -2.6360], [-1.2808, 0.0068, -2.2116], [-0.7839, -4.1393, -3.7986], [-2.5459, 4.5564, -5.5793], [-7.7577, 6.8723, -10.7519], [1.7603, -0.3249, 3.6229], [0.0500, 1.6968, 3.6277]]}

---

(3)
{"formula": "C36H40CdN4OS3", "method": "ωB97M-V with the def2-TZVPD basis set", "spin_multiplicity": 1, "charge": -2, "relative_energy_kj_mol": 110.12, "elements": ["S", "C", "C", "C", "H", "C", "C", "Cd", "C", "C", "H", "H", "H", "C", "H", "C", "H", "C", "H", "H", "C", "C", "H", "C", "H", "H", "C", "C", "H", "H", "S", "H", "C", "H", "C", "C", "C", "S", "C", "C", "H", "C", "C", "H", "H", "H", "C", "H", "C", "N", "C", "N", "H", "C", "H", "O", "C", "H", "C", "H", "H", "H", "H", "H", "C", "H", "H", "H", "H", "H", "C", "H", "C", "H", "H", "H", "C", "N", "C", "C", "H", "C", "N", "H", "H"], "coordinates": [[-3.5428, 2.3622, 0.8669], [1.5906, 2.2854, 1.7094], [-0.9125, 0.5291, -4.0397], [2.6860, -0.0887, -3.4353], [-2.6232, 2.9872, 2.9971], [1.6133, 0.7758, -3.4059], [-3.9799, 7.4074, 2.6585], [0.0096, -0.0148, -1.0558], [-3.6133, -6.0160, 0.5480], [-3.0819, -4.8618, -0.0425], [-1.1942, -3.8013, 2.6242], [4.8669, -0.5099, -3.5837], [3.4284, 3.8485, 0.1958], [1.9559, -0.0610, 2.4598], [2.0462, 2.1370, 4.9687], [1.7105, 0.8639, 1.3902], [-2.2739, -5.7327, 3.6076], [1.9268, 1.8078, 3.9841], [-1.7607, -0.1359, -3.9091], [1.5377, -2.4814, 0.7010], [1.7382, 2.7451, 2.9853], [-2.4587, -5.5059, 2.5839], [2.2148, -1.0668, 2.1655], [-1.0126, -1.8434, -0.2750], [1.7191, 3.7785, 3.2038], [3.5735, -2.4678, -4.6556], [-1.8729, 2.5728, 0.3159], [-2.7085, 5.3918, 3.1183], [0.1550, -3.5330, -3.5288], [1.4932, -3.7403, -0.5900], [3.6121, -6.2109, 2.2954], [2.2959, 4.2725, -1.2357], [-1.6183, -2.8160, 0.1641], [-1.1414, 1.5326, -3.6370], [1.3282, 3.1985, 0.5423], [3.0589, -2.5870, -3.7411], [0.7392, -1.3926, -3.5712], [-1.7491, 1.9723, -1.3121], [-3.5394, 3.1795, 2.5212], [2.1175, -3.1528, 0.1005], [0.9167, 2.7902, -2.8939], [2.1520, -1.3951, -3.5445], [-3.7018, 4.6418, 2.4940], [2.1481, -0.1889, 4.6231], [2.5121, -3.5587, -3.8598], [2.7773, -2.4503, -0.4193], [-0.2356, -2.5258, -3.7411], [0.5540, -4.9439, 0.8282], [2.4991, -5.2377, 1.4601], [-0.9269, 3.1708, 1.0134], [1.6891, 2.2541, -3.4320], [2.9058, -4.0878, 0.9088], [-3.3885, -4.5792, -1.0189], [-4.8234, 5.2889, 1.9273], [3.8152, -3.7862, 1.0981], [1.7580, 0.4195, 0.1577], [4.1060, 0.2573, -3.3016], [-2.0749, 7.4102, 3.6118], [0.3819, -0.0006, -3.4331], [-0.8130, 0.6159, -5.1329], [3.8026, -2.7976, -3.0299], [4.4183, 1.1118, -3.8374], [-1.8451, 4.9257, 3.5572], [-5.6652, 4.7846, 1.4667], [-1.9445, -4.3508, 2.0041], [-4.3718, 2.6501, 3.0071], [-5.8864, 7.1621, 1.7088], [-4.1269, 8.4525, 2.7242], [2.6664, 2.5653, -3.0235], [-4.2712, -6.6796, 0.0265], [-3.2936, -6.3426, 1.8838], [-0.4623, -2.5336, -4.7831], [1.9025, 0.4773, 3.7738], [0.8978, -6.3024, 1.8239], [4.3014, 0.5428, -2.2215], [2.6513, 2.6017, -0.8521], [-2.2212, -3.9939, 0.6610], [1.2428, -5.5815, 1.2206], [-4.9777, 6.6242, 2.0342], [-2.8494, 6.7893, 3.1674], [1.5986, 2.6901, -4.4412], [2.4654, 3.5463, -0.3919], [0.1510, 3.5494, 0.2503], [-3.6261, -7.2097, 2.3856], [-1.1421, -2.4040, -3.1492]]}

---

What are the strongest force on any atom values for these records? In order: 0.0774 0.1532 0.0704 hartree/bohr.
What are the electronic energy values for these records? In order: -3901.67008 -3206.73129 -3052.32597 a.u..